Computed, not measured: 17 unconnected molecules or ions with the total composition H33O17 at a distorted geometry, with ωB97M-V/def2-TZVPD.

Last column: natural (NBO) charge in e.
Positions of all 50 atoms, in Å:
1 O -2.175 -5.188 -0.453  -0.97
2 H -1.146 -5.218 -0.153  0.51
3 H -2.031 -4.462 -1.034  0.46
4 O 0.541 -4.325 0.849  -1.06
5 H 0.371 -3.286 0.746  0.53
6 H 1.264 -4.344 1.447  0.46
7 O -2.161 4.608 -1.316  -1.02
8 H -1.478 4.898 -0.702  0.44
9 H -1.666 3.847 -1.573  0.43
10 O 4.424 -1.819 1.343  -0.94
11 H 4.586 -1.061 1.901  0.47
12 H 5.267 -1.818 0.800  0.46
13 O 1.893 5.430 -2.797  -1.22
14 H -1.266 -1.765 -0.408  0.51
15 O -1.678 1.869 1.041  -1.01
16 H -0.114 0.432 -1.181  0.45
17 H -0.702 1.541 0.758  0.48
18 O 3.190 0.394 -1.044  -1.07
19 H 0.551 3.250 2.408  0.48
20 H 2.267 0.408 -0.738  0.50
21 O 1.445 0.088 3.204  -0.96
22 H 0.562 0.440 2.996  0.48
23 H 1.072 5.319 -2.338  0.41
24 O -0.059 2.770 3.013  -0.98
25 H 3.325 0.443 -2.013  0.45
26 H -2.368 -2.881 -0.045  0.47
27 O 0.209 -1.703 0.704  -1.24
28 H 1.123 -1.216 0.527  0.44
29 H -0.429 2.196 2.322  0.46
30 O 2.618 4.180 1.362  -1.02
31 H 2.775 4.902 0.717  0.46
32 H -0.141 -0.321 0.198  0.50
33 O -2.230 -1.929 -0.249  -1.02
34 H -1.846 -1.735 -4.961  0.45
35 H -2.112 -0.769 1.992  0.52
36 O 1.713 -2.974 -1.284  -1.00
37 H 1.718 -2.038 -1.106  0.49
38 H 1.723 5.026 -3.688  0.36
39 O -4.845 0.513 -1.076  -0.98
40 H -4.677 1.244 -1.679  0.47
41 H -4.058 0.127 -0.725  0.50
42 O 0.080 0.596 -0.250  -1.10
43 H 2.001 -3.627 -0.629  0.49
44 H 1.338 -0.869 2.981  0.47
45 O -2.547 -0.196 2.613  -0.99
46 H 3.077 3.353 1.031  0.48
47 H -3.402 -0.487 2.983  0.48
48 O -1.762 -2.623 -4.557  -0.97
49 H -2.275 -2.554 -3.726  0.48
50 H -1.966 1.332 1.790  0.48

Atoms 1-2, force components in eV/Å:
O 3.832 -0.705 1.602
H -3.199 -0.227 -0.284

Properties
2S+1 ... 2
Charge ... -2
Relative energy (zero: lowest compared OMol25 entry of this formula, charge and spin) ... 51.12 kJ/mol
Orbital gap (spin up / spin down) ... 2.280 / 8.951 eV

---

Computed, not measured: 16 unconnected molecules or ions with the total composition H34NO15 at a distorted geometry, with ωB97M-V/def2-TZVPD.

Last column: natural (NBO) charge in e.
Positions of all 50 atoms, in Å:
1 N 9.576 13.798 12.299  -0.84
2 H 9.940 14.451 12.927  0.45
3 H 9.354 14.283 11.444  0.46
4 H 8.763 13.425 12.696  0.44
5 H 10.332 13.124 12.179  0.45
6 O 7.277 14.278 9.974  -0.98
7 H 6.934 14.944 10.584  0.50
8 H 6.790 14.452 9.140  0.50
9 O 11.111 10.955 13.430  -0.98
10 H 11.275 10.633 12.525  0.48
11 H 11.638 11.739 13.403  0.49
12 O 9.834 11.909 10.071  -0.95
13 H 9.125 11.313 9.899  0.47
14 H 9.606 12.618 9.486  0.48
15 O 8.346 11.045 12.752  -0.99
16 H 8.930 10.752 13.395  0.52
17 H 8.155 10.412 12.035  0.50
18 O 6.112 12.343 11.606  -0.93
19 H 6.930 11.929 11.785  0.46
20 H 6.475 12.970 10.973  0.48
21 O 7.819 16.101 11.975  -0.99
22 H 7.797 16.727 11.240  0.49
23 H 7.483 16.558 12.774  0.51
24 O 10.223 17.729 13.580  -0.94
25 H 10.555 18.394 13.004  0.48
26 H 9.500 17.283 13.229  0.48
27 O 12.634 13.242 13.086  -0.99
28 H 12.680 14.066 12.641  0.52
29 H 12.729 13.437 14.021  0.49
30 O 8.365 14.949 14.742  -1.01
31 H 8.820 14.071 14.820  0.48
32 H 7.494 14.780 14.328  0.49
33 O 11.043 15.981 10.511  -0.98
34 H 11.522 16.637 10.103  0.47
35 H 11.517 15.162 10.310  0.49
36 O 9.810 12.564 15.357  -0.95
37 H 9.944 11.630 15.366  0.49
38 H 10.695 12.864 15.609  0.47
39 O 12.318 13.540 10.140  -0.96
40 H 12.348 12.630 10.439  0.49
41 H 13.219 13.651 9.933  0.49
42 O 12.314 15.994 13.156  -1.00
43 H 12.851 16.458 13.844  0.48
44 H 11.547 16.538 13.260  0.50
45 O 5.828 14.075 13.602  -1.01
46 H 6.010 13.590 12.797  0.49
47 H 5.731 13.558 14.403  0.51
48 O 6.812 11.449 14.971  -0.97
49 H 6.289 10.641 14.977  0.48
50 H 7.261 11.434 14.110  0.47

Atoms 1-2, force components in eV/Å:
N 1.514 -0.255 -1.336
H 0.496 1.838 1.483

Properties
Charge ... +1
Relative energy (zero: lowest compared OMol25 entry of this formula, charge and spin) ... 66.22 kJ/mol
Orbital gap ... 10.662 eV

---

Computed, not measured: 17 unconnected molecules or ions with the total composition H35O17 at a distorted geometry, with ωB97M-V/def2-TZVPD.

Last column: natural (NBO) charge in e.
Positions of all 52 atoms, in Å:
1 O -2.556 -0.501 -2.646  -0.93
2 H -0.817 -4.148 2.838  0.48
3 H -0.524 -2.965 3.812  0.47
4 O -1.148 -3.621 3.533  -0.95
5 H 1.619 -4.007 3.252  0.48
6 H -0.291 1.959 -4.540  0.47
7 O -0.921 2.125 1.184  -0.99
8 H 0.627 3.276 -4.515  0.49
9 H -0.264 2.788 1.060  0.47
10 O 3.812 3.315 -0.881  -0.96
11 H 3.859 4.069 -0.393  0.48
12 H -3.476 0.670 0.086  0.50
13 O -1.596 3.994 -1.321  -0.96
14 H -1.791 -1.730 -0.024  0.48
15 O -1.210 -0.408 2.402  -0.93
16 H -1.064 -0.501 1.415  0.52
17 H 2.885 -0.906 2.540  0.51
18 O 1.950 -0.639 1.022  -0.98
19 H 3.467 -0.382 -2.934  0.52
20 H 2.691 -0.297 0.286  0.51
21 O -3.785 -0.176 -0.592  -0.97
22 H -2.619 -1.358 -2.348  0.47
23 H -0.429 -1.539 -0.614  0.47
24 O 1.431 -3.228 2.840  -0.96
25 H -1.593 0.540 -1.407  0.52
26 H 2.155 -3.014 2.185  0.48
27 O 2.993 -0.303 3.329  -1.01
28 H 1.698 -1.357 0.414  0.48
29 H 3.852 0.193 3.154  0.51
30 O -0.916 0.464 -0.798  -1.00
31 H 1.909 -3.030 -0.733  0.46
32 H -1.996 3.229 -1.512  0.47
33 O 0.646 0.482 3.760  -0.80
34 H -0.980 1.635 0.345  0.48
35 H 1.413 -0.123 4.017  0.56
36 O 2.843 -3.060 -0.714  -0.93
37 H -3.371 -0.140 -2.704  0.48
38 H 2.959 -3.835 -0.089  0.48
39 O -0.858 -2.010 0.018  -0.95
40 H -4.691 1.755 -2.263  0.48
41 H -0.015 -0.142 3.204  0.53
42 O -3.897 1.808 -2.787  -0.94
43 H -1.793 4.793 -1.908  0.49
44 H -4.094 1.237 -3.579  0.47
45 O 0.379 2.305 -4.044  -0.95
46 H -1.365 -1.359 2.616  0.50
47 H 3.287 3.181 -1.546  0.47
48 O 2.540 0.093 -2.836  -1.03
49 H 1.926 0.300 -3.471  0.50
50 H -3.903 -0.904 0.131  0.48
51 H 0.026 0.503 -1.171  0.51
52 H 0.998 0.968 2.930  0.55

Atoms 1-2, force components in eV/Å:
O 5.034 0.784 -2.123
H 0.980 -0.476 -1.131

Properties
Charge ... +1
Relative energy (zero: lowest compared OMol25 entry of this formula, charge and spin) ... 687.46 kJ/mol
Orbital gap ... 10.419 eV

---

Computed, not measured: 17 unconnected molecules or ions with the total composition H35O17 at a distorted geometry, with ωB97M-V/def2-TZVPD.

Last column: natural (NBO) charge in e.
Positions of all 52 atoms, in Å:
1 O -3.169 -1.721 0.975  -0.89
2 H 0.386 4.475 -1.372  0.48
3 H -0.953 5.192 -1.896  0.48
4 O -0.530 4.379 -1.612  -0.97
5 H -4.641 0.718 -1.584  0.49
6 H 0.388 -3.484 1.980  0.49
7 O -0.073 -2.634 0.140  -0.97
8 H -0.870 -2.197 0.445  0.48
9 H -2.099 0.973 -0.383  0.52
10 O 4.455 -0.010 1.590  -0.93
11 H 3.523 0.003 1.809  0.47
12 H -0.909 0.580 0.723  0.51
13 O -1.663 0.307 0.161  -1.06
14 H 0.584 -0.379 3.514  0.49
15 O 2.147 -1.170 1.362  -0.99
16 H 1.522 -1.879 1.607  0.50
17 H 3.243 0.455 -2.651  0.50
18 O 0.963 3.957 3.165  -0.97
19 H 1.195 -3.204 -3.479  0.48
20 H -0.393 2.840 -4.092  0.49
21 O 0.460 1.047 1.509  -0.98
22 H -3.558 -1.241 1.728  0.50
23 H 0.420 1.989 1.748  0.51
24 O -3.935 1.339 -1.413  -0.98
25 H 0.986 -3.900 3.306  0.50
26 H -4.135 2.260 -1.524  0.51
27 O 4.007 1.044 -2.600  -0.99
28 H 1.835 4.290 2.955  0.48
29 H 4.546 1.039 -1.812  0.48
30 O -3.807 1.031 -4.100  -0.93
31 H -0.664 -1.044 3.003  0.55
32 H 1.375 -1.318 -1.948  0.51
33 O -0.909 2.041 -4.070  -0.96
34 H -3.970 0.490 -3.310  0.45
35 H -1.421 1.933 -4.873  0.48
36 O -1.753 -1.130 2.983  -0.88
37 H -2.034 -1.305 1.821  0.54
38 H -0.298 -3.308 -0.507  0.50
39 O 2.026 -0.916 -2.525  -0.98
40 H 0.394 4.710 3.326  0.48
41 H 2.270 -1.595 0.491  0.48
42 O 0.215 -0.885 4.268  -0.90
43 H -1.786 -1.946 3.515  0.54
44 H 1.333 0.991 1.112  0.51
45 O 0.879 -3.133 2.734  -0.98
46 H 2.485 -1.482 -3.143  0.49
47 H 4.403 -0.650 0.870  0.46
48 O 1.019 -3.543 -2.595  -0.97
49 H 0.601 -4.403 -2.722  0.48
50 H -3.176 -1.095 0.226  0.54
51 H -2.925 1.258 -3.751  0.48
52 H -0.014 -0.107 4.811  0.50

Atoms 1-2, force components in eV/Å:
O 0.620 0.221 0.836
H 0.288 0.695 -0.103

Properties
Charge ... +1
Relative energy (zero: lowest compared OMol25 entry of this formula, charge and spin) ... 463.07 kJ/mol
Orbital gap ... 9.430 eV

---

Computed, not measured: a molecular structure, H36HgO18 at a distorted geometry, with ωB97M-V/def2-TZVPD.

Last column: natural (NBO) charge in e.
Positions of all 55 atoms, in Å:
1 Hg -0.160 -0.304 -0.058  1.74
2 O 1.406 -3.547 -2.892  -0.94
3 H 0.912 -3.195 -3.633  0.46
4 H 2.314 -3.561 -3.193  0.47
5 O -2.318 4.110 0.323  -0.94
6 H -2.359 4.960 -0.117  0.49
7 H -3.103 3.649 0.029  0.46
8 O -2.239 2.423 -2.254  -0.96
9 H -1.803 2.923 -2.944  0.50
10 H -2.988 2.963 -2.002  0.49
11 O 0.099 0.300 2.260  -1.00
12 H -0.142 0.028 3.146  0.50
13 H 0.825 0.911 2.386  0.51
14 O -4.594 -0.319 -2.186  -0.96
15 H -5.347 -0.909 -2.203  0.49
16 H -4.942 0.523 -2.481  0.48
17 O 3.291 2.574 -1.171  -0.96
18 H 3.354 3.333 -1.750  0.50
19 H 4.198 2.296 -1.042  0.49
20 O 1.012 -2.029 0.965  -0.99
21 H 0.912 -2.979 0.911  0.51
22 H 1.926 -1.898 1.216  0.51
23 O 2.380 1.573 2.824  -0.96
24 H 3.127 1.211 2.348  0.48
25 H 2.771 2.155 3.476  0.50
26 O -2.634 -4.141 0.937  -0.96
27 H -2.298 -3.444 1.500  0.48
28 H -3.536 -4.273 1.232  0.48
29 O -2.409 -0.238 0.427  -0.98
30 H -3.105 -0.143 -0.224  0.52
31 H -2.842 -0.082 1.266  0.50
32 O -0.728 1.967 -0.028  -1.02
33 H -0.784 2.526 0.746  0.52
34 H -1.190 2.454 -0.710  0.51
35 O 1.923 0.312 -0.605  -1.04
36 H 2.334 1.135 -0.872  0.53
37 H 2.473 -0.368 -0.995  0.52
38 O -1.083 -2.483 -0.937  -0.99
39 H -1.184 -2.692 -1.866  0.49
40 H -1.600 -3.150 -0.484  0.52
41 O 3.612 -1.536 -1.760  -0.97
42 H 3.982 -2.286 -1.294  0.50
43 H 4.170 -1.433 -2.531  0.49
44 O -0.777 0.056 -2.366  -0.99
45 H -0.356 -0.123 -3.207  0.50
46 H -1.513 0.628 -2.583  0.51
47 O 3.933 -1.860 1.703  -0.95
48 H 4.375 -2.272 2.446  0.50
49 H 4.051 -0.921 1.845  0.47
50 O -1.905 -2.322 2.892  -0.95
51 H -2.857 -2.228 2.858  0.48
52 H -1.674 -2.098 3.793  0.49
53 O 0.729 4.055 2.063  -0.94
54 H 1.644 4.329 1.998  0.48
55 H 0.714 3.442 2.798  0.46

Atoms 1-2, force components in eV/Å:
Hg -0.390 -0.537 -0.116
O -0.233 0.089 0.309

Properties
Charge ... +2
Orbital gap ... 10.756 eV